--- w ---
Below is a 2-piece molecular cluster, C3H8N4O overall, with properties calculated with ωB97M-V with the def2-TZVPD basis set.

Results
Charge: 0
Lowest unoccupied orbital energy (alpha / beta), eV: 0.28 / 0.28
Orbital gap (alpha / beta), hartree: 0.2691 / 0.2691

Cartesian coordinates (Å):
O (-0.91718, 2.08291, 0.41086)
N (2.03377, 0.71839, 0.36685)
N (-2.33615, -0.60604, 0.56278)
N (0.29906, -0.37084, -1.89652)
N (-1.54777, -0.92061, -0.58865)
C (0.87413, 0.07786, 0.84585)
C (-0.51697, -0.11751, -0.79256)
C (-0.51626, 1.21464, -0.25710)
H (0.34943, -1.36604, -2.07427)
H (2.23040, 1.63234, 0.74445)
H (2.86626, 0.15920, 0.27025)
H (-2.10534, -1.26332, 1.30513)
H (0.45190, 0.44860, 1.77649)
H (0.93697, -1.00688, 0.84001)
H (1.20906, 0.06957, -1.83438)
H (-3.31132, -0.75229, 0.32082)


--- x ---
Below is a 2-piece molecular cluster, C3H8N4O overall, with properties calculated with ωB97M-V with the def2-TZVPD basis set.

Results
Charge: 0
Lowest unoccupied orbital energy, eV: 0.62
SMILES: [H]/N=C/ON.CNC#N
Orbital gap, hartree: 0.3705

Cartesian coordinates (Å):
O (1.00735, 0.00495, -0.84667)
N (2.35907, 0.08528, 1.03012)
N (-1.81237, 0.00453, 0.55832)
N (1.58781, 1.23912, -1.26432)
N (-0.80131, 2.23065, 0.28910)
C (-1.26405, 1.17565, 0.24833)
C (1.44526, -0.50609, 0.38860)
C (-1.88536, -1.15210, -0.31617)
H (-1.73714, -2.06025, 0.27570)
H (0.91888, 1.96543, -0.98992)
H (-2.49235, 0.02915, 1.30922)
H (-1.13173, -1.05185, -1.09397)
H (3.03705, -0.50726, 1.48919)
H (1.20414, -1.57483, 0.40976)
H (-2.84625, -1.23875, -0.82308)
H (2.41097, 1.35637, -0.66418)


--- y ---
Below is a single C3H8N4O molecule, with properties calculated with ωB97M-V with the def2-TZVPD basis set.

Results
Charge: 0
Lowest unoccupied orbital energy, eV: 0.90
SMILES: C=CN/C(=N\N)NO
Orbital gap, hartree: 0.3292

Cartesian coordinates (Å):
O (-0.33683, -1.41074, 2.97023)
N (-1.60676, -1.20361, -0.56169)
N (0.13475, -0.35204, 2.25969)
N (0.58708, 0.71460, 0.19322)
N (-0.89253, -1.20941, 0.53053)
C (0.94173, 0.84707, -1.19347)
C (0.91303, 1.95157, -1.97927)
C (-0.09099, -0.34999, 0.87581)
H (1.11790, -0.43188, 2.52808)
H (-1.16178, -0.92490, -1.49473)
H (1.46972, 2.03616, -2.88365)
H (1.28930, -0.04290, -1.81300)
H (-2.00146, -2.13222, -0.74648)
H (-0.10097, 1.55821, 0.45961)
H (-0.97083, -1.91724, 2.29758)
H (0.70863, 2.86732, -1.44247)


--- z ---
Below is a single C3H8N4O molecule, with properties calculated with ωB97M-V with the def2-TZVPD basis set.

Results
Charge: 0
Lowest unoccupied orbital energy, eV: 0.89
SMILES: [H]/N=N\N(C)C/C=N/O
Orbital gap, hartree: 0.3455

Cartesian coordinates (Å):
O (1.41153, -1.50358, -2.61098)
N (-0.37503, 0.77478, 0.49301)
N (0.74471, -0.70043, -1.69023)
N (1.93556, 1.03183, 0.42331)
N (0.84309, 1.16935, 0.95831)
C (-0.51536, -0.66939, 0.36455)
C (0.09154, -1.33413, -0.81105)
C (-1.46102, 1.40689, 1.21669)
H (-1.70434, 0.88709, 2.15092)
H (2.04736, 0.27036, -0.25719)
H (-1.57959, -0.92396, 0.40662)
H (1.87236, -0.87248, -3.18092)
H (0.15910, -0.94403, 1.29604)
H (-1.14232, 2.41734, 1.46255)
H (-2.35796, 1.41501, 0.59257)
H (0.03037, -2.42465, -0.81419)


Which one sits at the bottom of the stability order? z does.


--- w ---
Below is a single C3H8N4O molecule, with properties calculated with ωB97M-V with the def2-TZVPD basis set.

Results
Charge: 0
Lowest unoccupied orbital energy, eV: 0.59
SMILES: C/C(=N/C=N\O)NN
Orbital gap, hartree: 0.3412

Cartesian coordinates (Å):
O (0.03539, 2.53048, -0.42921)
N (-1.05696, 0.12274, -0.96794)
N (0.00431, 2.17556, -1.67990)
N (0.98616, -0.45280, 0.02451)
N (1.61135, -0.78110, 1.23545)
C (-0.32252, -0.54521, -0.08000)
C (-0.41765, 0.98684, -1.96467)
C (-1.19491, -1.13615, 0.93365)
H (1.51866, 0.09453, -0.68905)
H (-1.53441, -0.31449, 1.88381)
H (-0.61844, -2.08952, 1.40265)
H (-0.47395, 1.66485, 0.08374)
H (-2.20102, -1.41017, 0.38569)
H (-0.57756, 0.60104, -3.01010)
H (2.39183, -1.42943, 1.03357)
H (1.84972, -0.01717, 1.83779)


--- x ---
Below is a single C3H8N4O molecule, with properties calculated with ωB97M-V with the def2-TZVPD basis set.

Results
Charge: 0
Lowest unoccupied orbital energy, eV: 0.92
SMILES: [H]/N=C(/C(N)=O)N(C)N
Orbital gap, hartree: 0.3533

Cartesian coordinates (Å):
O (-1.76307, 1.28263, 0.70044)
N (-0.04675, -0.78969, -0.41303)
N (0.91050, -1.75101, -1.04785)
N (1.62086, 0.88364, -0.20767)
N (0.10929, 2.48564, 1.07340)
C (-0.55995, 1.41736, 0.62364)
C (0.46202, 0.38294, -0.02144)
C (-1.18680, -1.47459, 0.14427)
H (1.09657, 2.51706, 0.85805)
H (0.35367, -2.35195, -1.65612)
H (-1.71700, -1.99104, -0.65963)
H (1.52770, -1.21105, -1.65302)
H (-1.85990, -0.75334, 0.59738)
H (-0.86241, -2.21011, 0.88470)
H (-0.39136, 3.28555, 1.42390)
H (2.30661, 0.27795, -0.64703)


Which one sits at the bottom of the stability order? w does.


--- w ---
Below is a 2-piece molecular cluster, C3H7FN3 overall, with properties calculated with ωB97M-V with the def2-TZVPD basis set.

Results
Charge: +1
Lowest unoccupied orbital energy, eV: -3.22
Orbital gap, hartree: 0.4482

Cartesian coordinates (Å):
F (-3.42853, 1.02492, -0.02987)
N (0.22705, -1.71166, -0.13955)
N (-2.15144, -0.80194, 0.37746)
N (1.53395, 0.31118, -0.25314)
C (2.36871, 1.36551, 0.12486)
C (-2.41921, 0.22256, -0.27803)
C (0.98653, -0.71182, -0.13800)
H (-0.81817, -1.52779, 0.08592)
H (1.80627, 2.29500, 0.02895)
H (3.21496, 1.40452, -0.56270)
H (-1.83847, 0.54150, -1.14153)
H (0.55824, -2.63376, -0.38183)
H (-2.76383, -1.02817, 1.15809)
H (2.72394, 1.24996, 1.14936)


--- x ---
Below is an isolated ion of composition C3H7FN3 and charge +1, with properties calculated with ωB97M-V with the def2-TZVPD basis set.

Results
Charge: +1
Lowest unoccupied orbital energy, eV: -5.51
SMILES: NC1=[N+](F)CCN1
Orbital gap, hartree: 0.3647

Cartesian coordinates (Å):
F (-0.11944, -2.01914, -0.70043)
N (-0.26848, -0.65208, -0.90417)
N (0.07078, 0.57204, 1.02430)
N (-2.11700, -0.11599, 0.46683)
C (1.40867, 0.17068, 0.43215)
C (-0.82492, -0.06808, 0.23846)
C (1.01829, 0.06967, -1.03168)
H (2.21718, 0.83941, 0.70450)
H (0.68669, 1.05994, -1.35670)
H (-2.76277, 0.00698, -0.30373)
H (1.56912, -0.82954, 0.83398)
H (-2.46787, -0.25410, 1.40576)
H (1.72796, -0.34772, -1.73776)
H (-0.13820, 1.56793, 0.92850)


Which one sits at the bottom of the stability order? x does.


--- w ---
Below is a 5-piece molecular cluster, CH12O4S2 overall, with properties calculated with ωB97M-V with the def2-TZVPD basis set.

Results
Charge: 0
Lowest unoccupied orbital energy, eV: -0.30
SMILES: CSS.O.O.O.O
Orbital gap, hartree: 0.3233

Cartesian coordinates (Å):
S (0.71035, -0.85233, -2.10165)
S (2.06765, -1.30703, -0.48315)
O (-0.44530, 1.93969, 1.21507)
O (-2.51454, -0.61942, 2.43662)
O (-2.61071, 1.66752, -0.04550)
O (1.62667, 0.77407, 1.87538)
C (-0.77039, -0.24892, -1.50824)
H (1.71055, 0.31170, 0.99004)
H (1.34723, 0.20924, 2.67019)
H (-1.06574, 0.84237, -1.67030)
H (-3.08269, -0.01296, 1.99810)
H (-1.63085, -0.25159, 2.18607)
H (1.18196, -2.07066, 0.37182)
H (0.41788, 1.67816, 1.55665)
H (-0.31908, 2.25271, 0.28484)
H (-1.71143, -0.63355, -1.94540)
H (-2.30309, 2.66810, -0.09912)
H (-0.88909, -0.34658, -0.39985)
H (-1.93024, 1.30138, 0.61058)


--- x ---
Below is a 5-piece molecular cluster, CH12O4S2 overall, with properties calculated with ωB97M-V with the def2-TZVPD basis set.

Results
Charge: 0
Lowest unoccupied orbital energy, eV: 0.25
SMILES: CSS.O.O.O.O
Orbital gap, hartree: 0.3173

Cartesian coordinates (Å):
S (-3.17054, -1.74897, -0.68087)
S (-3.74788, 0.15386, 0.10202)
O (-0.81192, 1.39683, -1.60494)
O (5.71670, 0.31515, 1.41314)
O (2.17495, -0.82435, -1.56627)
O (-1.49942, 2.46392, 1.24222)
C (-1.76703, -2.33343, 0.37078)
H (-0.77588, -1.88048, 0.29078)
H (-0.01819, 1.38780, -1.18243)
H (-1.03014, 0.50789, -1.90255)
H (-2.15603, -2.18533, 1.40630)
H (6.14349, 0.31494, 2.31190)
H (-2.32741, 2.74218, 1.63751)
H (-1.70016, 2.50786, 0.17272)
H (5.71620, 1.30202, 1.06944)
H (-1.71797, -3.39148, 0.15827)
H (-2.66728, 0.58219, 0.72419)
H (1.50529, -1.37442, -2.05683)
H (2.13321, 0.06382, -1.90537)


Which one sits at the bottom of the stability order? w does.


--- w ---
Below is a 2-piece molecular cluster, C11H14NP overall, with properties calculated with ωB97M-V with the def2-TZVPD basis set.

Results
Charge: 0
Lowest unoccupied orbital energy (alpha / beta), eV: -0.40 / -0.38
Orbital gap (alpha / beta), hartree: 0.2587 / 0.2844

Cartesian coordinates (Å):
P (-2.96648, -0.97015, 0.10789)
N (-1.60188, -1.47730, 0.60858)
C (2.74133, -1.86632, 1.11672)
C (4.05461, -2.33330, 0.51804)
C (-0.99582, 1.26570, -0.51843)
C (-2.67767, 2.65548, 0.57119)
C (-1.62105, 1.72505, 0.60322)
C (-1.43244, 1.64776, -1.81685)
C (-3.16516, 2.94595, -0.67169)
C (1.09109, -0.34282, -0.21104)
C (1.58068, -1.71338, 0.12377)
C (-0.10481, 0.18378, -0.15914)
C (-2.51038, 2.53821, -1.83090)
H (-4.01857, 3.58913, -0.87065)
H (4.01656, -2.33973, -0.49927)
H (4.18670, -3.33528, 0.72085)
H (0.64742, -2.10801, 0.51519)
H (-3.14606, 2.99774, 1.45527)
H (1.93292, 0.47158, -0.10202)
H (2.99980, -0.89536, 1.67833)
H (-3.69972, -2.11222, 0.56709)
H (2.46724, -2.56268, 1.89774)
H (-1.07162, 1.56473, 1.42293)
H (-2.99538, 2.90682, -2.68089)
H (4.95013, -1.95257, 0.87233)
H (-0.66985, 1.60514, -2.57914)
H (2.00839, -2.08795, -0.83911)


--- x ---
Below is a single C11H14NP molecule, with properties calculated with ωB97M-V with the def2-TZVPD basis set.

Results
Charge: 0
Lowest unoccupied orbital energy (alpha / beta), eV: -0.23 / -0.23
Orbital gap (alpha / beta), hartree: 0.2954 / 0.2955

Cartesian coordinates (Å):
P (1.38599, -1.26754, -1.35408)
N (1.82557, -1.10936, 0.10504)
C (-0.21697, -0.07436, 0.37928)
C (1.41715, 1.13099, -3.99789)
C (0.26062, 0.04977, -2.02127)
C (-0.67843, -1.45873, 2.32363)
C (-1.04790, 0.92700, 2.44951)
C (-0.56464, 0.34636, -0.80271)
C (-1.63871, -0.48978, 4.29683)
C (1.03548, 1.26886, -2.52925)
C (-1.18833, -1.59987, 3.59743)
C (-0.62827, -0.19475, 1.72559)
C (-1.55759, 0.77025, 3.72375)
H (1.90444, 2.03748, -4.34820)
H (-1.48657, 0.90003, -0.95188)
H (0.42422, 2.16579, -2.40017)
H (-2.04617, -0.60694, 5.28997)
H (2.09814, 0.29625, -4.14802)
H (-1.24289, -2.57902, 4.05109)
H (-0.37653, -0.34422, -2.82168)
H (-0.30658, -2.30918, 1.77410)
H (-1.89695, 1.63754, 4.27041)
H (-0.99160, 1.90411, 1.99509)
H (2.38815, -1.33101, -2.31619)
H (0.66578, -2.41688, -1.77241)
H (1.93296, 1.38689, -1.91435)
H (0.52964, 0.96034, -4.60362)


Which one sits at the bottom of the stability order? w does.


--- w ---
Below is a 2-piece molecular cluster, C3H4I2 overall, with properties calculated with ωB97M-V with the def2-TZVPD basis set.

Results
Charge: 0
Lowest unoccupied orbital energy, eV: 0.17
SMILES: IC1=CC1.I
Orbital gap, hartree: 0.3364

Cartesian coordinates (Å):
I (-2.89500, -1.76209, 0.63558)
I (-2.21823, 2.15383, 2.06994)
C (0.33965, -1.95681, -0.57980)
C (-0.90487, -1.40705, 0.09359)
C (-0.10063, -0.50588, -0.44186)
H (-0.95103, 1.20057, 1.81948)
H (0.06662, 0.55382, -0.56603)
H (0.25104, -2.63584, -1.47783)
H (1.35333, -2.21001, -0.10806)


--- x ---
Below is C3H4I2 as an isolated structure, with properties calculated with ωB97M-V with the def2-TZVPD basis set.

Results
Charge: 0
Lowest unoccupied orbital energy (alpha / beta), eV: -1.37 / -0.73
Orbital gap (alpha / beta), hartree: 0.3007 / 0.2821

Cartesian coordinates (Å):
I (2.45770, -2.00358, -0.09637)
I (3.18973, 1.56488, 0.04126)
C (1.68990, -0.03752, 0.20054)
C (-0.56037, -0.19853, -0.92282)
C (0.41927, 0.46694, -0.32811)
H (0.79710, -0.07163, 2.42369)
H (-1.46515, 0.32636, -1.08554)
H (0.27578, 1.38529, 0.24572)
H (-0.42942, -1.27154, -1.27141)


Which one sits at the bottom of the stability order? x does.